No. 1
{
  "formula": "C19H18AuBN7S",
  "method": "the ωB97M-V functional and the def2-TZVPD basis",
  "gap_ev": [7.58, 6.14],
  "e_lumo_ev": [-3.7, -5.8],
  "multiplicity": 3,
  "charge": 1,
  "species": ["Au", "C", "C", "N", "N", "C", "B", "N", "C", "C", "C", "N", "N", "C", "C", "C", "N", "H", "H", "H", "H", "H", "H", "H", "H", "H", "H", "C", "C", "C", "C", "C", "C", "C", "C", "C", "S", "C", "N", "H", "H", "H", "H", "H", "H", "H", "H"],
  "positions_angstrom": [[-0.06676, 0.06117, 0.07855], [1.24487, -4.16438, -0.19415], [0.26456, -3.21913, 0.11255], [0.79302, -1.99773, 0.07942], [2.08992, -2.12162, -0.23865], [2.39176, -3.41965, -0.40226], [3.01957, -0.88426, -0.30079], [2.83644, -0.08025, 1.00461], [3.77245, 0.23143, 1.91617], [3.17876, 0.96072, 2.92806], [1.83900, 1.05688, 2.55356], [1.65449, 0.42652, 1.39800], [2.59190, 0.01729, -1.48548], [3.27457, 0.34205, -2.59509], [2.50970, 1.22509, -3.33571], [1.34890, 1.40121, -2.58070], [1.41814, 0.66582, -1.47316], [1.13548, -5.23380, -0.23740], [-0.77483, -3.35663, 0.36449], [3.39460, -3.72648, -0.64925], [4.15043, -1.22747, -0.43427], [4.79275, -0.08626, 1.78208], [3.64571, 1.36452, 3.80868], [1.01422, 1.54052, 3.05106], [4.25300, -0.06878, -2.78151], [2.76036, 1.68977, -4.27312], [0.48728, 2.02118, -2.77029], [-0.42519, -1.61793, -2.94728], [-1.71817, -1.03692, -2.47121], [-2.86842, -1.23003, -3.26605], [-4.06874, -0.72018, -2.87473], [-4.15667, 0.00311, -1.66896], [-5.38108, 0.55062, -1.22273], [-5.44640, 1.25145, -0.04640], [-4.29202, 1.42368, 0.71426], [-3.06663, 0.89986, 0.30908], [-1.71613, 1.18161, 1.33663], [-2.97337, 0.16648, -0.91185], [-1.78824, -0.35668, -1.33213], [-0.57180, -2.13405, -3.89204], [-0.03031, -2.32759, -2.22226], [0.31966, -0.83704, -3.09085], [-2.77776, -1.78787, -4.18679], [-4.95940, -0.86076, -3.47483], [-6.26382, 0.40293, -1.83184], [-6.38146, 1.67134, 0.29740], [-4.32295, 1.97376, 1.64573]],
  "atomic_forces_ev_per_a": [[-0.35, 0.31, 0.40], [-0.03, -0.02, 0.03], [0.19, 0.00, 0.03], [-0.14, -0.28, -0.02], [0.21, -0.17, -0.02], [-0.08, -0.04, -0.03], [-0.34, 0.04, -0.08], [0.26, 0.01, 0.12], [-0.09, 0.05, 0.05], [0.01, 0.01, 0.02], [0.06, -0.05, -0.07], [-0.17, 0.05, 0.01], [0.24, -0.01, -0.11], [-0.07, 0.02, -0.06], [-0.01, 0.04, -0.01], [0.18, -0.04, 0.05], [-0.04, 0.15, -0.28], [0.03, 0.01, 0.00], [0.00, 0.00, -0.03], [-0.01, 0.02, 0.02], [0.10, -0.02, 0.00], [-0.02, 0.00, -0.01], [0.00, -0.01, -0.01], [0.01, 0.00, 0.01], [-0.01, 0.01, 0.03], [0.02, -0.01, 0.02], [-0.01, -0.02, -0.02], [0.05, 0.03, 0.06], [-0.06, -0.01, -0.04], [-0.16, 0.03, -0.01], [0.06, -0.03, -0.03], [0.24, -0.02, 0.06], [0.02, 0.05, 0.09], [-0.13, 0.02, -0.01], [0.09, -0.02, 0.00], [0.24, 0.16, 0.37], [-0.02, -0.22, -0.39], [-0.40, -0.09, -0.31], [0.15, 0.06, 0.16], [-0.02, 0.00, -0.01], [0.02, 0.01, 0.01], [0.01, -0.01, 0.02], [0.03, 0.00, 0.01], [0.02, -0.01, -0.01], [-0.01, 0.01, 0.01], [0.00, -0.01, -0.02], [-0.06, 0.01, -0.01]]
}

---

No. 2
{
  "formula": "C19H18BrCeIN2O2",
  "method": "the ωB97M-V functional and the def2-TZVPD basis",
  "gap_ev": 4.43,
  "e_above_lowest_kcal_mol": 31.2,
  "e_lumo_ev": -9.1,
  "charge": 2,
  "species": ["C", "C", "H", "H", "H", "H", "H", "H", "C", "C", "C", "C", "H", "H", "H", "H", "N", "C", "C", "N", "C", "C", "C", "H", "H", "C", "H", "H", "Ce", "I", "Br", "C", "C", "C", "C", "C", "C", "C", "O", "O", "H", "H", "H", "H"],
  "positions_angstrom": [[1.80120, 0.38532, 3.71738], [1.73307, -1.08730, 3.64045], [2.75913, 0.71187, 3.24263], [1.47972, 0.83067, 4.66147], [1.01148, 0.69788, 2.99502], [1.70711, -1.15072, 2.57493], [2.57277, -1.71327, 3.99138], [0.73129, -1.52560, 3.71630], [0.69284, 2.50563, -2.50647], [0.96125, 3.32053, -3.60089], [0.92888, 2.72098, -4.85113], [0.71644, 1.36171, -4.96695], [0.77725, 2.79226, -1.45676], [1.15419, 4.37185, -3.45699], [1.07692, 3.36076, -5.71047], [0.75407, 0.92966, -5.94862], [0.29348, 1.21895, -2.68171], [0.44124, 0.53671, -3.86887], [0.32765, -0.94899, -3.84208], [0.19073, -1.56825, -2.62230], [0.29004, -2.91269, -2.45508], [0.29390, -3.20593, -4.80168], [0.30207, -3.77603, -3.53892], [0.35543, -3.20742, -1.41039], [0.28503, -4.84704, -3.37115], [0.35849, -1.82585, -4.93765], [0.39484, -1.42316, -5.93199], [0.26510, -3.87374, -5.65181], [0.28941, -0.13817, -0.93037], [2.96036, -0.26230, -0.47511], [-2.48882, 3.03257, 2.04843], [-2.19810, 1.63560, 3.32372], [-2.04246, 1.89112, 4.70578], [-1.73952, 0.81659, 5.54519], [-1.78788, -0.49090, 5.03418], [-2.02956, -0.70922, 3.66988], [-2.11442, 0.35601, 2.78266], [-2.14201, 0.18687, 1.26993], [-3.19241, 0.24433, 0.65035], [-0.94489, -0.08827, 0.73977], [-2.08710, 2.90657, 5.09177], [-1.42599, 0.97821, 6.60185], [-1.54311, -1.32279, 5.70984], [-2.16913, -1.71505, 3.30452]],
  "atomic_forces_ev_per_a": [[-0.72, 1.36, -0.66], [-0.30, -1.64, -1.18], [-0.61, 0.24, 1.08], [0.82, 0.17, 0.02], [0.33, 0.34, 0.41], [0.91, -0.93, -1.43], [-0.68, 0.42, 0.26], [0.20, 0.04, 1.44], [-0.56, -0.64, -0.66], [-0.12, -0.44, 0.81], [-0.18, 0.64, 0.53], [-0.14, -1.51, -0.33], [-0.25, 0.50, -0.27], [0.18, 0.05, -0.05], [0.06, -0.28, -0.22], [0.11, -0.20, -0.30], [1.18, 0.06, -1.03], [-0.28, 2.14, -0.06], [-0.56, -2.03, -0.23], [0.70, -0.54, -1.28], [-0.32, 0.88, -0.45], [0.04, -0.18, 0.51], [-0.05, 0.15, 0.73], [-0.23, -0.43, -0.17], [0.12, 0.11, -0.11], [-0.05, 1.17, -0.23], [0.10, 0.19, -0.29], [0.03, 0.27, -0.23], [-1.36, 0.25, 4.15], [1.00, -0.04, 0.16], [0.21, 0.24, 0.52], [0.21, 0.34, 0.38], [0.18, -0.27, -0.85], [0.17, -0.28, 0.09], [0.26, 0.29, -0.01], [0.29, -0.21, 0.57], [0.05, 0.41, 0.11], [-3.89, 0.00, 1.50], [2.54, -0.33, 0.11], [1.27, -0.17, -1.65], [0.01, -0.19, -0.18], [-0.56, -0.05, -0.96], [-0.42, 0.31, -0.47], [0.32, -0.21, -0.06]]
}

---

No. 3
{
  "formula": "C19H18EuN2S4",
  "method": "the ωB97M-V functional and the def2-TZVPD basis",
  "gap_ev": [6.82, 6.95],
  "e_above_lowest_kcal_mol": 30.1,
  "e_lumo_ev": [-0.1, -0.1],
  "multiplicity": 8,
  "charge": 0,
  "species": ["Eu", "S", "C", "C", "C", "C", "C", "C", "S", "C", "C", "C", "C", "C", "C", "C", "S", "C", "C", "C", "C", "C", "C", "S", "N", "H", "H", "H", "H", "H", "H", "H", "H", "H", "H", "H", "H", "H", "H", "H", "N", "H", "H", "H"],
  "positions_angstrom": [[-0.59091, -0.76988, -1.30829], [-0.27449, -3.40285, -0.77173], [-0.68708, -3.75673, 0.81035], [0.09393, -4.70880, 1.51365], [-0.43877, -5.37449, 2.59349], [-1.67060, -4.91252, 3.12157], [-2.24457, -3.80277, 2.68940], [-1.82032, -3.22202, 1.49881], [-2.47012, -1.67973, 1.03218], [-1.85130, -0.56742, 2.30827], [-1.06989, 0.51414, 1.64667], [0.06462, 1.05260, 2.41294], [0.60149, 2.24678, 1.94805], [0.14420, 2.77444, 0.76360], [-0.81987, 2.10775, -0.00898], [-1.14530, 2.47465, -1.39293], [-0.12261, 1.65544, -2.72254], [1.44936, 2.36604, -2.41757], [1.75092, 3.56614, -3.02258], [2.91718, 4.20545, -2.72213], [3.66945, 3.70388, -1.62363], [3.40085, 2.47847, -1.08816], [2.25064, 1.70119, -1.45130], [1.98650, 0.13359, -0.78104], [-1.41809, 0.99056, 0.44636], [1.05866, -4.97358, 1.04485], [0.14857, -6.10757, 3.15819], [-2.07694, -5.35618, 4.00380], [-3.05543, -3.30710, 3.22245], [-1.10157, -1.19422, 2.91067], [-2.57723, -0.19576, 3.04551], [0.48996, 0.46803, 3.20884], [1.41968, 2.66902, 2.45043], [0.48368, 3.77916, 0.42421], [-0.96521, 3.54682, -1.62974], [-2.19073, 2.16563, -1.51474], [1.04121, 3.83547, -3.78897], [3.31139, 5.12142, -3.21175], [4.43560, 4.32865, -1.25123], [3.98036, 2.00879, -0.35531], [-1.50708, -1.57453, -3.56013], [-2.36881, -1.12388, -3.84273], [-1.48925, -2.59251, -3.57898], [-0.74210, -1.27157, -4.20982]],
  "atomic_forces_ev_per_a": [[-0.37, -0.29, 0.84], [0.75, -0.04, -1.87], [-0.94, -0.21, 2.08], [-0.07, -0.63, -0.74], [-0.07, 0.72, 0.65], [1.82, -2.36, 1.49], [-1.42, 2.21, -1.37], [1.64, -0.32, 0.02], [-1.26, 0.20, -0.84], [1.72, -1.50, 0.73], [2.06, 1.58, 1.64], [-1.90, -0.13, -2.41], [-0.72, -1.66, -0.05], [-0.78, 1.52, -1.18], [1.57, -0.21, 1.36], [-0.08, 0.99, -0.92], [-0.79, 0.42, -0.57], [-0.39, -1.60, 1.61], [-0.04, -0.23, -0.89], [1.14, 1.06, 0.93], [-0.93, 0.05, -1.44], [-1.61, -0.75, -0.36], [0.78, 1.62, -0.96], [0.40, -0.01, 0.17], [-0.07, 0.10, 0.93], [-0.62, 0.03, 0.46], [-0.38, 0.07, -0.45], [-0.03, -0.47, 0.49], [-0.01, -0.37, -0.05], [-1.08, 0.84, -0.72], [-0.08, -0.03, -0.57], [-0.14, 0.15, 0.39], [0.92, 0.73, 0.61], [-0.01, -1.03, 0.13], [-0.53, -0.64, 0.48], [0.18, 0.33, -0.59], [0.16, 0.61, -0.21], [-0.77, -0.69, 0.29], [1.04, 0.24, 0.31], [1.10, -0.19, 1.14], [1.67, 0.49, -0.92], [-0.06, -0.57, -0.26], [-0.66, 0.24, -0.02], [-1.12, -0.24, 0.61]]
}

---

No. 4
{
  "formula": "C19H18F5N5O4SrTe",
  "method": "the ωB97M-V functional and the def2-TZVPD basis",
  "gap_ev": 7.64,
  "e_above_lowest_kcal_mol": 0.0,
  "e_lumo_ev": -0.9,
  "charge": 0,
  "species": ["Sr", "O", "N", "N", "O", "C", "C", "C", "C", "C", "C", "H", "H", "H", "H", "H", "F", "Te", "F", "F", "F", "F", "O", "C", "C", "C", "C", "C", "N", "C", "O", "N", "C", "C", "C", "C", "N", "C", "C", "C", "H", "H", "H", "H", "H", "H", "H", "H", "H", "H", "H", "H", "H"],
  "positions_angstrom": [[2.78017, -0.83389, 0.19129], [2.66870, -1.90751, -2.06756], [2.28238, -3.12258, -2.09527], [1.53967, -3.46813, -1.12059], [1.16172, -2.65094, -0.16432], [1.11889, -4.84013, -1.04882], [0.18210, -5.18554, -0.08907], [-0.22683, -6.50718, 0.01303], [0.29739, -7.47226, -0.83175], [1.23854, -7.11044, -1.78695], [1.65827, -5.79649, -1.90228], [-0.20583, -4.41945, 0.56463], [-0.95756, -6.77931, 0.76319], [-0.01892, -8.50325, -0.74492], [1.65875, -7.85882, -2.44587], [2.39522, -5.51330, -2.63786], [5.48694, -0.76369, 3.84191], [5.02495, 0.08615, 2.25638], [6.82884, 0.05060, 1.84916], [5.35726, 1.77376, 2.96468], [4.81698, 0.81674, 0.49171], [4.97919, -1.59649, 1.33175], [3.25740, 0.07789, 2.51938], [-4.47215, 0.26598, 1.25944], [-3.82958, 1.59533, 0.97461], [-4.31333, 2.43636, -0.02094], [-3.68596, 3.63757, -0.31337], [-2.56527, 4.03607, 0.40341], [-1.93178, 5.25352, 0.05054], [-0.60602, 5.59576, 0.15780], [-0.24308, 6.74765, 0.26832], [0.31814, 4.55724, 0.13800], [0.23727, 3.32595, -0.52564], [-0.59191, 3.07962, -1.61554], [-0.60724, 1.81439, -2.17453], [0.21883, 0.83083, -1.66013], [1.03823, 1.07095, -0.63540], [1.04029, 2.28148, -0.08122], [-2.09706, 3.22733, 1.43263], [-2.71773, 2.01859, 1.69756], [-5.43776, 0.18031, 0.76291], [-4.62687, 0.12380, 2.32945], [-3.84192, -0.55359, 0.90839], [-5.18578, 2.14253, -0.59209], [-4.05705, 4.26498, -1.11553], [-2.52207, 6.06237, -0.06650], [1.24101, 4.87572, 0.39134], [-1.21542, 3.86613, -2.01616], [-1.24886, 1.59492, -3.01620], [0.24520, -0.17043, -2.07173], [1.70875, 2.43072, 0.76205], [-1.24407, 3.53741, 2.02147], [-2.33100, 1.39476, 2.49523]],
  "atomic_forces_ev_per_a": [[-1.04, -0.28, -0.78], [0.05, -0.03, 0.37], [0.03, 0.11, -0.21], [-0.10, -0.11, 0.05], [0.38, 0.22, 0.15], [-0.03, -0.07, -0.04], [0.01, 0.07, 0.01], [0.00, -0.02, 0.00], [-0.01, 0.00, 0.01], [0.00, 0.01, 0.00], [-0.01, 0.01, -0.01], [0.00, 0.00, 0.00], [0.00, 0.00, 0.00], [-0.01, 0.00, 0.00], [0.00, 0.00, 0.00], [0.00, 0.02, 0.00], [0.01, 0.09, -0.24], [0.87, 0.45, 1.18], [-0.17, -0.01, -0.06], [-0.04, -0.22, -0.16], [-0.03, -0.07, 0.07], [-0.10, 0.11, 0.02], [-0.05, -0.14, -0.46], [-0.01, -0.01, 0.00], [-0.02, 0.01, -0.02], [0.00, -0.02, 0.02], [0.03, 0.01, -0.01], [-0.03, -0.08, -0.02], [-0.07, 0.08, -0.02], [0.05, -0.06, 0.00], [-0.01, -0.01, 0.00], [0.04, 0.07, -0.01], [0.00, -0.11, -0.03], [0.03, 0.00, 0.00], [-0.02, 0.01, -0.02], [0.02, 0.00, 0.01], [0.29, -0.14, 0.12], [-0.03, 0.01, 0.03], [-0.02, 0.01, 0.03], [0.03, 0.01, 0.01], [0.00, 0.00, 0.00], [0.00, 0.00, 0.00], [0.00, 0.00, 0.00], [-0.01, 0.00, 0.00], [0.00, 0.00, 0.00], [0.02, 0.01, 0.05], [-0.02, 0.03, -0.01], [0.00, 0.01, 0.00], [0.00, 0.00, 0.00], [-0.01, 0.00, 0.00], [-0.02, 0.03, 0.01], [0.00, 0.01, -0.01], [-0.01, 0.00, 0.00]]
}

---

No. 5
{
  "formula": "C19H18HoN6O4S2",
  "method": "the ωB97M-V functional and the def2-TZVPD basis",
  "gap_ev": [7.15, 7.15],
  "e_above_lowest_kcal_mol": 0.0,
  "e_lumo_ev": [2.5, 2.5],
  "multiplicity": 5,
  "charge": -1,
  "species": ["Ho", "N", "C", "S", "N", "N", "C", "C", "C", "C", "C", "C", "N", "H", "H", "H", "H", "H", "H", "H", "C", "N", "C", "C", "C", "C", "C", "N", "C", "C", "C", "C", "C", "C", "H", "H", "H", "H", "H", "H", "H", "H", "H", "H", "H", "O", "S", "O", "O", "O"],
  "positions_angstrom": [[-0.18025, -0.17689, -0.13650], [-1.29058, 3.30957, 3.12136], [-1.17115, 2.30897, 2.19354], [0.28444, 1.40209, 2.23318], [-2.25668, 2.16497, 1.45472], [-2.14765, 1.25587, 0.45213], [-3.22077, 1.00198, -0.18016], [-3.17591, 0.16471, -1.38504], [-4.32757, -0.42946, -1.88366], [-4.23246, -1.24517, -2.99389], [-2.99375, -1.44251, -3.58120], [-1.89967, -0.80772, -3.02179], [-1.98419, -0.00152, -1.96733], [-0.43229, 3.63080, 3.53207], [-2.00633, 3.99180, 2.93203], [-4.17514, 1.39145, 0.16811], [-5.27111, -0.26857, -1.37947], [-5.11232, -1.73861, -3.38750], [-2.86776, -2.08952, -4.43747], [-0.90742, -0.95406, -3.42997], [3.20069, -1.02329, -0.60150], [2.22480, 0.03631, -0.77332], [2.61665, 1.26707, -0.73188], [1.70750, 2.34970, -0.84342], [1.94690, 3.72352, -0.75566], [0.69672, 4.33180, -0.89273], [-0.22506, 3.28619, -1.05127], [0.37296, 2.08909, -1.02759], [2.92856, -1.73986, 0.70062], [2.51551, -3.06392, 0.71903], [2.17659, -3.67960, 1.91549], [2.25808, -2.97533, 3.10542], [2.67465, -1.65000, 3.09715], [3.00841, -1.03857, 1.90083], [4.22157, -0.61651, -0.61042], [3.11122, -1.73082, -1.42907], [3.67729, 1.50476, -0.59522], [2.90425, 4.19790, -0.59967], [0.47358, 5.38742, -0.87988], [-1.29706, 3.36478, -1.16697], [2.38659, -3.59448, -0.21639], [1.79637, -4.69246, 1.90712], [1.96245, -3.44535, 4.03485], [2.70708, -1.08317, 4.01896], [3.28879, 0.01009, 1.89075], [-0.77271, -4.04148, 0.34609], [-0.82609, -2.62511, 0.12666], [-0.19892, -1.81023, 1.24624], [-0.01013, -2.17630, -1.07884], [-2.15866, -2.03039, -0.05857]],
  "atomic_forces_ev_per_a": [[0.41, 3.75, -0.90], [0.03, 0.02, 0.07], [-0.08, -0.02, 0.07], [-0.05, -0.23, -0.17], [0.05, -0.09, -0.07], [0.34, 0.12, 0.46], [-0.44, -0.25, -0.37], [-0.11, 0.19, 0.10], [-0.11, 0.08, -0.05], [-0.05, -0.01, 0.01], [0.01, 0.01, 0.00], [0.04, 0.12, -0.07], [0.19, -0.36, 0.15], [0.00, 0.01, -0.01], [0.00, 0.00, 0.00], [0.02, 0.12, -0.07], [0.00, -0.01, 0.00], [0.00, 0.00, 0.00], [0.00, 0.00, -0.01], [0.01, -0.02, 0.02], [0.00, -0.04, 0.10], [-0.21, 0.29, 0.16], [0.04, -0.15, -0.05], [0.09, -0.04, -0.13], [-0.06, 0.01, -0.02], [-0.01, -0.04, -0.01], [0.00, 0.07, -0.02], [0.04, -0.06, 0.03], [0.16, -0.15, 0.06], [0.05, -0.02, 0.01], [0.07, -0.02, 0.02], [0.03, 0.02, -0.03], [-0.01, -0.05, 0.02], [-0.03, 0.04, -0.03], [-0.02, 0.02, -0.01], [-0.02, 0.00, 0.02], [0.01, -0.04, -0.06], [0.01, 0.01, -0.01], [0.00, 0.01, 0.00], [-0.01, 0.00, 0.01], [0.01, -0.01, 0.00], [0.00, 0.00, -0.01], [0.00, 0.00, 0.01], [0.00, 0.01, 0.00], [0.00, -0.01, 0.01], [-0.01, -0.06, -0.03], [-0.30, -1.55, 0.35], [-0.07, -0.98, 0.61], [0.04, -0.58, -0.15], [-0.04, -0.11, 0.00]]
}

---

Number 1: strongest force on any atom 0.618 eV Å⁻¹. Number 2: strongest force on any atom 4.371 eV Å⁻¹. Number 3: strongest force on any atom 3.331 eV Å⁻¹. Number 4: strongest force on any atom 1.537 eV Å⁻¹. Number 5: strongest force on any atom 3.875 eV Å⁻¹.